No. 1
The following is a quantum chemistry calculation of C56H62FN12O4P2Pb as an isolated structure, from the Open Molecules 2025 dataset.

Atoms and positions in Å:
Pb: -0.376149 1.508073 0.690071
C: -2.632798 -0.288120 4.134587
P: -1.100123 0.539084 3.531067
C: -1.212540 2.069468 4.551545
C: 0.231222 -0.364297 4.464656
C: 0.853492 0.263274 5.549129
C: 1.870643 -0.355799 6.258318
C: 2.307044 -1.615403 5.890943
C: 1.721971 -2.247791 4.807281
C: 0.690336 -1.649287 4.087543
P: -0.151005 -2.527220 2.716258
C: -0.514356 -4.116541 3.606807
C: 1.282538 -3.088352 1.701247
H: -2.590087 -0.425541 5.215440
H: -2.755005 -1.251199 3.642820
H: -3.489113 0.340436 3.882852
H: -1.350372 1.841866 5.609192
H: -2.070582 2.646270 4.204624
H: -0.321649 2.684061 4.415358
H: 0.548184 1.255478 5.852885
H: 2.332440 0.157349 7.093816
H: 3.102224 -2.101219 6.443749
H: 2.082763 -3.229141 4.521797
H: 0.390831 -4.596048 3.982906
H: -1.025608 -4.802943 2.927273
H: -1.177902 -3.907128 4.447659
H: 2.121052 -3.409697 2.318955
H: 1.606912 -2.277738 1.046214
H: 0.960127 -3.922230 1.072941
C: 3.240718 4.806057 4.043483
N: 2.033009 4.552989 3.265885
C: 1.758280 3.477101 2.527828
N: 0.567433 3.611706 1.978035
C: 0.134259 4.819169 2.446213
N: 0.997042 5.422601 3.234598
C: 4.368407 5.297557 3.169160
C: 4.828144 6.606301 3.239837
C: 5.897114 7.015750 2.448200
C: 6.492177 6.133605 1.560984
C: 5.999647 4.834141 1.459656
C: 4.959353 4.417843 2.277684
C: 6.521726 3.906193 0.464718
N: 7.538758 4.008437 -0.322931
N: 7.521479 2.881242 -1.132062
C: 6.496161 2.183444 -0.774299
O: 5.831567 2.768734 0.246947
C: 5.923060 0.964729 -1.333976
C: 6.419433 0.378027 -2.490735
C: 5.763169 -0.725842 -3.013475
C: 4.621339 -1.230337 -2.404234
C: 4.125461 -0.651053 -1.240539
C: 2.855722 -1.179353 -0.589361
N: 2.621386 -0.599516 0.719197
C: 2.074324 0.589217 1.020636
N: 2.258700 0.849706 2.303680
C: 2.946810 -0.239735 2.742296
N: 3.196223 -1.138170 1.816907
C: 4.796028 0.435192 -0.708645
H: 3.519793 3.865560 4.515531
H: 2.997551 5.532311 4.812404
H: 2.403115 2.614637 2.389142
H: -0.829228 5.238989 2.196456
H: 4.353402 7.308775 3.915778
H: 6.257691 8.034770 2.516763
H: 7.317233 6.435065 0.928059
H: 4.584894 3.402707 2.186535
H: 7.293045 0.797024 -2.974178
H: 6.135425 -1.191253 -3.917376
H: 4.110815 -2.082547 -2.841445
H: 2.930186 -2.255299 -0.447791
H: 1.991163 -0.954568 -1.214409
H: 1.547653 1.199967 0.297536
H: 3.263111 -0.361376 3.767809
H: 4.444083 0.911894 0.195057
F: -5.092320 -4.009024 -0.281562
C: -4.189128 -3.619780 -1.211887
C: -3.303890 -2.630552 -0.891836
C: -2.383068 -2.175013 -1.831542
C: -1.421857 -1.130724 -1.438500
O: -1.517520 -0.610903 -0.321144
C: -0.416238 -0.841741 -2.423010
C: -0.508774 -1.386667 -3.655098
N: -1.473538 -2.275393 -4.049189
C: -1.535144 -2.744196 -5.411876
C: -0.287564 -2.915716 -6.214178
C: -1.041949 -4.125146 -5.750857
C: -2.383103 -2.732814 -3.118266
C: -3.288941 -3.758549 -3.415839
C: -4.196710 -4.219267 -2.476233
N: -5.055543 -5.297269 -2.823518
C: -5.848902 -5.222420 -4.041553
C: -5.735079 -6.583673 -4.758661
N: -5.353872 -7.594488 -3.716624
C: -6.183916 -7.413001 -2.481669
C: -5.731450 -6.095007 -1.808207
C: 0.845696 -0.059635 -2.050274
O: 1.903105 -0.704086 -2.160784
O: 0.676757 1.130346 -1.673632
H: -3.312620 -2.170425 0.090397
H: 0.213127 -1.122426 -4.413632
H: -2.414277 -2.393521 -5.940833
H: 0.666443 -2.719345 -5.744879
H: -0.328683 -2.643864 -7.259024
H: -0.596817 -4.702540 -4.950092
H: -1.598837 -4.707600 -6.474660
H: -3.260405 -4.219246 -4.394848
H: -5.487565 -4.426878 -4.683539
H: -6.897776 -5.006375 -3.807472
H: -4.956291 -6.581054 -5.518084
H: -6.675650 -6.887458 -5.212365
H: -4.390520 -7.384518 -3.447695
H: -5.404618 -8.543029 -4.079696
H: -6.040798 -8.264303 -1.822428
H: -7.226642 -7.381435 -2.787414
H: -5.033396 -6.304464 -1.002547
H: -6.603664 -5.600575 -1.375802
C: 0.069778 4.408014 -1.454611
N: -1.060252 4.359106 -2.360868
C: -1.764671 5.623718 -2.418957
C: -1.918961 3.187369 -2.166004
C: -2.807696 3.198527 -0.929015
C: -4.051218 3.827238 -1.024598
C: -4.895753 3.940277 0.070099
C: -4.512981 3.381698 1.280447
C: -3.295685 2.718859 1.367263
C: -2.408179 2.619855 0.286860
H: 0.737959 5.215333 -1.759251
H: 0.620683 3.465451 -1.508065
H: -0.222744 4.591749 -0.408024
H: -1.051984 6.413106 -2.663177
H: -2.266326 5.894732 -1.477701
H: -2.516311 5.590979 -3.212086
H: -1.260547 2.317363 -2.141590
H: -2.552675 3.111690 -3.055403
H: -4.366569 4.230461 -1.982250
H: -5.845745 4.453272 -0.021604
H: -5.163130 3.449077 2.145545
H: -3.036411 2.253848 2.314049

Forces on atoms 1 to 3 (eV/Å):
Pb -4.044 0.897 0.202
C 0.099 0.012 -0.136
P 0.125 -0.123 0.734

Computed properties:
Net charge: +1
Calculated total energy: -111678.200 eV
LUMO level: -3.290 eV
Frontier orbital gap: 5.0 eV



No. 2
The following is a quantum chemistry calculation of an isolated ion of composition C5H11NO and charge +1, from the Open Molecules 2025 dataset.

Atoms and positions in Å:
C: 2.120954 0.545810 -0.924120
N: 0.672918 0.427243 -1.126524
C: -0.203573 0.339609 0.008582
C: 0.115309 -0.960619 0.654526
C: -0.950659 -1.241069 1.620092
O: -2.233370 -1.358283 1.391852
C: -1.670354 0.538734 -0.424040
H: 2.263790 1.353426 -0.062629
H: 2.699285 -0.322765 -0.519568
H: 2.740766 0.883925 -1.794516
H: 0.209494 0.901479 -1.909945
H: 0.097184 1.134020 0.810470
H: 0.983064 -1.234643 1.190010
H: -0.158339 -1.817638 -0.089908
H: -0.766467 -1.448141 2.643684
H: -1.901013 0.136939 -1.433627
H: -1.764693 1.656677 -0.602157
H: -2.254299 0.465296 0.567817

Forces on atoms 1 to 3 (eV/Å):
C 1.375 1.502 0.974
N 1.409 1.713 0.561
C 0.428 1.293 0.364

Computed properties:
Net charge: +1
Calculated total energy: -8889.741 eV
Relative energy (zero: lowest compared OMol25 entry of this formula, charge and spin): 82.9 kcal/mol
LUMO level (alpha / beta): -3.469 / -8.178 eV
Frontier orbital gap (alpha / beta): 10.3 / 5.5 eV
2S+1: 2
Expectation value of S²: 0.75



No. 3
The following is a quantum chemistry calculation of a 7-piece molecular cluster, C22H54O21S6 overall, from the Open Molecules 2025 dataset.

Atoms and positions in Å:
O: 3.756455 2.725540 -0.634858
C: 2.642475 2.298855 -0.729092
C: 2.158277 0.893674 -0.989593
C: 0.882504 1.185722 -1.795169
C: 0.367970 2.445788 -1.071858
O: -0.464215 2.140749 0.018963
O: 1.547571 3.119781 -0.617587
H: 1.974970 0.334941 -0.061347
H: 2.857583 0.286931 -1.571708
H: 1.219796 1.497850 -2.787953
H: 0.124740 0.402780 -1.846880
H: -0.197508 3.071124 -1.772025
H: -0.166564 1.289110 0.367894
O: -2.690367 -0.881560 1.940467
S: -3.789263 -0.375288 2.710614
O: -5.087959 -0.942030 2.515121
O: -3.852618 1.197913 2.522756
C: -3.811596 1.695322 1.160765
C: -5.149426 1.587334 0.460967
C: -3.391280 -0.394051 4.419673
H: -3.022811 1.178329 0.616341
H: -3.515218 2.736832 1.261730
H: -5.429450 0.549515 0.286964
H: -5.095857 2.101601 -0.499226
H: -5.932651 2.048690 1.062500
H: -2.413781 0.057411 4.560535
H: -3.374773 -1.437047 4.727187
H: -4.159229 0.146401 4.965669
O: -3.152481 -1.418101 8.157260
S: -1.958488 -2.195789 8.307545
O: -1.005753 -2.207325 7.240205
O: -2.361735 -3.681583 8.682451
C: -3.356796 -4.331710 7.848108
C: -2.786603 -4.821989 6.535307
C: -1.149461 -1.787216 9.812064
H: -4.189483 -3.643449 7.701435
H: -3.705847 -5.159836 8.460427
H: -2.491816 -3.995710 5.890679
H: -3.540354 -5.414308 6.016265
H: -1.909297 -5.444504 6.708383
H: -1.877488 -1.807346 10.617553
H: -0.743938 -0.786393 9.682307
H: -0.349843 -2.502973 9.980603
O: 4.379693 -3.639193 -2.493537
S: 5.193199 -2.510594 -2.842842
O: 4.592175 -1.225437 -3.024800
O: 6.056920 -2.882208 -4.116451
C: 5.343871 -3.396272 -5.273291
C: 4.641708 -2.307662 -6.056362
C: 6.512080 -2.371577 -1.691580
H: 4.651690 -4.169471 -4.938832
H: 6.122345 -3.871467 -5.865464
H: 3.818567 -1.872088 -5.492099
H: 4.242378 -2.731730 -6.978212
H: 5.340239 -1.510276 -6.309757
H: 6.977488 -3.345980 -1.575223
H: 6.073222 -2.046556 -0.749116
H: 7.217206 -1.632629 -2.061975
O: -2.651680 7.052539 -2.216838
S: -3.257421 6.172428 -1.264198
O: -3.846080 4.946128 -1.712687
O: -4.320387 6.988656 -0.416285
C: -5.311375 7.753485 -1.149844
C: -6.423542 6.888508 -1.701425
C: -2.133883 5.834866 0.041080
H: -4.804811 8.317239 -1.933712
H: -5.689004 8.459944 -0.414227
H: -6.063017 6.223547 -2.484063
H: -7.200753 7.528231 -2.120302
H: -6.860177 6.278054 -0.911401
H: -1.717432 6.773513 0.394762
H: -1.348832 5.197646 -0.360343
H: -2.664203 5.316611 0.835237
O: 4.203439 -5.459412 1.123756
S: 3.885244 -4.101836 1.446231
O: 4.950577 -3.157020 1.615115
O: 2.958440 -4.091012 2.735630
C: 3.407252 -4.849450 3.885656
C: 4.491909 -4.138699 4.665554
C: 2.711705 -3.454079 0.317708
H: 3.726874 -5.836057 3.548668
H: 2.506772 -4.969881 4.483916
H: 5.416416 -4.071494 4.094925
H: 4.690984 -4.688536 5.585972
H: 4.176837 -3.127651 4.922162
H: 1.892011 -4.159079 0.213078
H: 3.223669 -3.323657 -0.633000
H: 2.357597 -2.498901 0.697143
O: 0.684778 0.641260 -5.091006
S: -0.223970 0.913180 -6.165914
O: -0.697339 -0.176261 -6.960886
O: 0.420494 2.021883 -7.097905
C: 1.795588 1.818876 -7.516131
C: 1.921746 0.797270 -8.624826
C: -1.588926 1.857656 -5.589123
H: 2.387824 1.547063 -6.641969
H: 2.112988 2.804742 -7.847826
H: 1.665438 -0.202688 -8.278696
H: 2.950435 0.787293 -8.986392
H: 1.261050 1.048873 -9.453916
H: -1.217864 2.699752 -5.011934
H: -2.184894 1.193548 -4.966854
H: -2.165642 2.192095 -6.446766

Forces on atoms 1 to 3 (eV/Å):
O -0.476 -0.258 0.082
C 0.424 0.227 0.372
C -0.198 -0.831 -0.694

Computed properties:
Calculated total energy: -131696.860 eV
Relative energy (zero: lowest compared OMol25 entry of this formula, charge and spin): 0.0 kcal/mol
LUMO level: 0.342 eV
Structure (SMILES): O=C1CC[C@@H](O)O1.CCOS(C)(=O)=O.CCOS(C)(=O)=O.CCOS(C)(=O)=O.CCOS(C)(=O)=O.CCOS(C)(=O)=O.CCOS(C)(=O)=O
Frontier orbital gap: 10.6 eV



No. 4
The following is a quantum chemistry calculation of CuF2LiP as an isolated structure, from the Open Molecules 2025 dataset.

Atoms and positions in Å:
Li: -2.049186 0.899510 0.591297
Cu: 0.570063 -3.261866 0.161544
P: 0.048238 -0.366906 -0.291669
F: -1.936802 2.454866 -0.103358
F: 1.319299 0.324909 0.597707

Forces on atoms 1 to 3 (eV/Å):
Li 0.095 1.270 -0.549
Cu -0.236 1.725 -0.295
P 2.002 -0.951 1.494

Computed properties:
Calculated total energy: -59566.494 eV
LUMO level (alpha / beta): -2.063 / -2.065 eV
Frontier orbital gap (alpha / beta): 6.6 / 6.1 eV
2S+1: 2
Expectation value of S²: 0.81



No. 5
The following is a quantum chemistry calculation of C37H26BrCl3CrF5N3O3S4SeSi as an isolated structure, from the Open Molecules 2025 dataset.

Atoms and positions in Å:
Cr: -0.275593 -0.444195 1.229050
C: 3.019679 4.323365 -4.802677
C: 2.924564 3.996391 -3.336115
C: 2.962019 2.673631 -2.898459
C: 2.822065 2.366670 -1.558203
C: 2.645171 3.386403 -0.630261
C: 2.605107 4.704501 -1.045592
C: 2.748029 5.003719 -2.396737
S: 2.468479 2.943990 1.090379
O: 3.618519 2.105678 1.352436
O: 2.402398 4.199932 1.815550
N: 1.178274 2.048850 1.141061
C: -0.081434 2.521154 1.314469
C: -0.502802 3.873657 1.317527
C: -1.838588 4.166988 1.434317
C: -2.780359 3.145997 1.559501
C: -2.306305 1.854225 1.564988
N: -1.013868 1.548593 1.449188
H: 3.334776 3.452605 -5.378022
H: 3.730615 5.131704 -4.986329
H: 2.048789 4.640636 -5.192283
H: 3.074747 1.874908 -3.623120
H: 2.837100 1.341126 -1.211385
H: 2.473206 5.483876 -0.306552
H: 2.712843 6.038530 -2.723260
H: 0.235596 4.655035 1.242585
H: -2.156411 5.204266 1.428154
H: -3.838051 3.343560 1.658304
H: -2.980286 1.012839 1.680200
C: -0.147257 -5.874922 0.584924
C: 0.748413 -4.679201 0.717132
C: 2.112919 -4.769157 0.942921
C: 2.872549 -3.616308 1.062046
C: 2.227502 -2.396539 0.990981
Br: 3.181573 -0.780148 1.104909
N: 0.913847 -2.285104 0.823008
C: 0.207877 -3.404287 0.650669
H: 0.410307 -6.754833 0.259828
H: -0.947022 -5.678675 -0.130304
H: -0.623482 -6.095457 1.542735
H: 2.590433 -5.740611 1.010133
H: 3.941725 -3.651701 1.210615
H: -0.847861 -3.274444 0.446077
F: -3.375362 -1.446441 7.927871
C: -2.449604 -1.232948 6.976210
C: -1.380720 -2.096417 6.836397
F: -1.274370 -3.154270 7.660914
C: -0.439297 -1.872894 5.851228
F: 0.570152 -2.748841 5.776923
C: -0.517456 -0.805264 4.961763
Se: 0.850870 -0.488888 3.668010
C: -1.595821 0.053772 5.150436
F: -1.744526 1.137776 4.383172
C: -2.550656 -0.146790 6.131263
F: -3.577081 0.706220 6.274233
Cl: -4.196746 -1.273249 3.172713
Si: -2.483732 -2.072582 2.127323
Cl: -3.585837 -3.403774 0.761934
Cl: -1.899138 -3.658955 3.468878
O: -0.669955 -0.168135 -0.683229
C: -0.691518 -0.460930 -2.008447
C: -2.107196 -0.893716 -2.423556
C: -3.150510 -1.061645 -1.573075
C: -4.352266 -1.454593 -2.226788
C: -4.201026 -1.562845 -3.572505
S: -2.594353 -1.195830 -4.054599
C: 0.324944 -1.548917 -2.351698
C: 1.679337 -1.419951 -2.274555
C: 2.367651 -2.648745 -2.453883
C: 1.517477 -3.691547 -2.672440
S: -0.116452 -3.180629 -2.662006
C: -0.367744 0.798107 -2.808976
C: 0.055672 0.958820 -4.095878
C: 0.040261 2.320705 -4.506358
C: -0.390468 3.150263 -3.513898
S: -0.782127 2.293153 -2.086114
H: -3.043911 -0.899019 -0.512624
H: -5.276389 -1.656121 -1.704262
H: -4.940961 -1.841292 -4.305829
H: 2.153595 -0.474327 -2.052304
H: 3.443264 -2.752661 -2.409062
H: 1.768948 -4.726482 -2.841658
H: 0.359452 0.129684 -4.721371
H: 0.358341 2.665790 -5.481738
H: -0.444556 4.227148 -3.536794

Forces on atoms 1 to 3 (eV/Å):
Cr 0.462 0.243 0.028
C 0.008 0.004 0.008
C -0.006 0.003 -0.021

Computed properties:
Net charge: -2
Calculated total energy: -315595.574 eV
Relative energy (zero: lowest compared OMol25 entry of this formula, charge and spin): 0.0 kcal/mol
LUMO level (alpha / beta): 3.777 / 3.776 eV
Frontier orbital gap (alpha / beta): 5.7 / 6.2 eV
2S+1: 5
Expectation value of S²: 6.02